This record from the OMol25 dataset describes a structure of composition C29H23AuN4O4PS. The level of theory is ωB97M-V/def2-TZVPD.

Properties
Orbital gap (eV): 5.25
Calculated total energy (a.u.): -2513.89454
Total charge: +1
Highest occupied orbital energy (eV): -10.256
ΔE to the lowest compared entry with this formula, charge and spin (eV): 0.000
Strongest force on any atom (eV/A): 0.935

Atoms and positions in Å:
Au  -1.151  -0.874  -0.398
N  4.220  -6.563  -1.468
C  3.709  -5.317  -1.250
C  4.055  -4.598  -0.097
C  3.540  -3.341  0.127
C  2.670  -2.781  -0.808
C  2.314  -3.481  -1.959
C  2.834  -4.736  -2.179
S  1.962  -1.243  -0.491
O  2.854  -0.448  0.303
O  1.436  -0.694  -1.719
N  0.556  -1.570  0.383
C  0.569  -1.596  1.798
N  1.684  -1.946  2.419
C  1.610  -1.971  3.750
C  0.454  -1.667  4.444
C  -0.649  -1.334  3.680
N  -0.605  -1.288  2.349
H  4.865  -6.977  -0.822
H  3.997  -7.075  -2.301
H  4.739  -5.039  0.619
H  3.803  -2.781  1.013
H  1.649  -3.027  -2.681
H  2.573  -5.281  -3.078
H  2.518  -2.255  4.272
H  0.410  -1.703  5.522
H  -1.603  -1.096  4.136
O  -4.587  -0.995  -0.182
C  -3.952  -0.066  -0.567
O  -2.793  -0.160  -1.304
C  -4.222  1.374  -0.337
C  -5.482  1.921  -0.178
C  -5.600  3.298  -0.042
C  -4.469  4.110  -0.047
C  -3.202  3.557  -0.173
C  -3.092  2.179  -0.322
P  -1.460  1.439  -0.497
C  -0.535  1.870  0.943
C  0.848  1.650  0.946
C  1.569  1.861  2.104
C  0.915  2.274  3.260
C  -0.463  2.464  3.269
C  -1.200  2.246  2.118
C  -0.674  1.942  -2.000
C  0.291  2.950  -1.954
C  0.884  3.369  -3.134
C  0.529  2.781  -4.338
C  -0.429  1.774  -4.380
C  -1.035  1.346  -3.214
H  -6.349  1.273  -0.178
H  -6.579  3.747  0.055
H  -4.574  5.182  0.050
H  -2.324  4.192  -0.161
H  1.354  1.299  0.057
H  2.637  1.684  2.104
H  1.482  2.437  4.167
H  -0.963  2.773  4.177
H  -2.274  2.367  2.132
H  0.571  3.411  -1.017
H  1.629  4.152  -3.108
H  1.005  3.107  -5.253
H  -0.698  1.317  -5.322
H  -1.772  0.559  -3.239

This record from the OMol25 dataset describes a structure of composition C30H42MnN2O2P2. The level of theory is ωB97M-V/def2-TZVPD.

Properties
<S²>: 4.038
Orbital gap (spin up / spin down) (eV): 4.89 / 5.81
Calculated total energy (a.u.): -3261.25967
Total charge: +2
2S+1: 4
Highest occupied orbital energy (spin up / spin down) (eV): -12.555 / -12.558
Strongest force on any atom (eV/A): 4.356

Atoms and positions in Å:
P  0.260  -2.119  -1.816
P  -0.067  2.380  -1.886
C  -0.353  -0.592  -2.831
C  0.320  0.824  -2.956
H  -1.456  -0.514  -2.952
H  -0.007  -1.163  -3.717
H  1.404  0.736  -3.184
H  -0.168  1.349  -3.797
C  -1.832  2.869  -2.214
H  -2.126  3.383  -1.278
H  -2.483  1.982  -2.343
H  -1.960  3.554  -3.077
C  1.283  3.560  -2.136
H  0.925  4.437  -2.729
H  2.189  3.083  -2.635
H  1.560  3.865  -1.068
C  -1.137  -3.332  -1.960
H  -1.134  -3.917  -1.019
H  -1.058  -4.063  -2.809
H  -2.121  -2.827  -2.051
C  1.987  -2.470  -2.384
H  2.594  -1.552  -2.522
H  2.080  -3.059  -3.314
H  2.457  -3.055  -1.567
Mn  0.088  0.243  -0.864
C  0.489  1.677  -5.882
C  -0.844  1.771  -5.803
C  -1.762  1.000  -6.712
C  -1.328  -0.480  -6.920
C  -0.592  -1.130  -5.785
C  0.789  -1.228  -5.772
C  1.625  -0.501  -6.774
C  1.200  0.971  -7.016
C  0.680  -1.597  0.194
H  1.148  2.294  -5.241
H  -1.353  2.534  -5.184
H  -1.884  1.425  -7.730
H  -2.773  1.005  -6.278
H  -2.267  -1.042  -7.046
H  -0.853  -0.586  -7.916
H  -1.205  -1.678  -5.075
H  1.321  -1.946  -5.164
H  1.648  -0.961  -7.781
H  2.678  -0.489  -6.428
H  2.129  1.520  -7.209
H  0.671  1.043  -7.986
H  1.543  -1.044  0.640
H  1.055  -2.664  0.174
H  -0.087  -1.634  0.965
O  0.911  3.325  0.855
C  0.320  2.529  1.588
N  -0.124  2.879  2.851
C  -0.491  1.743  3.610
C  -0.681  0.724  2.456
O  -1.292  -0.326  2.528
N  -0.045  1.208  1.329
C  0.753  1.297  4.459
C  1.284  -0.008  4.445
C  2.353  -0.343  5.282
C  2.903  0.596  6.181
C  2.393  1.926  6.157
C  1.322  2.247  5.312
C  -1.738  2.074  4.454
C  -1.852  1.669  5.786
C  -2.942  2.121  6.574
C  -3.925  2.942  6.008
C  -3.854  3.306  4.650
C  -2.727  2.884  3.884
H  0.219  3.738  3.256
H  0.796  -0.776  3.866
H  2.681  -1.372  5.333
H  3.627  0.301  6.932
H  2.753  2.658  6.882
H  0.874  3.249  5.396
H  -1.096  1.008  6.218
H  -3.005  1.826  7.616
H  -4.765  3.298  6.610
H  -4.623  3.899  4.192
H  -2.644  3.215  2.859

This record from the OMol25 dataset describes a structure of composition C40H55BeN7OP3Te. The level of theory is ωB97M-V/def2-TZVPD.

Properties
Orbital gap (eV): 6.28
Calculated total energy (a.u.): -3322.55816
Total charge: +1
Highest occupied orbital energy (eV): -8.222
ΔE to the lowest compared entry with this formula, charge and spin (eV): 1.274
Strongest force on any atom (eV/A): 1.254

Atoms and positions in Å:
Be  0.069  0.500  0.958
C  -2.556  -2.402  4.735
C  -1.811  -2.839  3.492
N  -1.245  -1.663  2.846
C  -1.690  -0.382  2.982
N  -1.056  0.562  2.337
C  -1.462  1.967  2.538
C  -2.334  2.191  3.754
C  -3.413  1.135  3.749
N  -2.766  -0.172  3.783
C  -3.510  -1.293  4.349
H  -1.846  -2.023  5.474
H  -3.099  -3.238  5.172
H  -2.493  -3.364  2.817
H  -1.000  -3.522  3.739
H  -0.431  -1.757  2.264
H  -1.993  2.318  1.654
H  -0.554  2.572  2.612
H  -2.769  3.191  3.711
H  -1.756  2.111  4.677
H  -4.036  1.234  2.854
H  -4.058  1.207  4.623
H  -4.247  -1.667  3.629
H  -4.056  -0.925  5.215
C  1.537  -5.119  -0.320
N  2.012  -4.166  -1.412
C  3.511  -3.863  -1.179
N  3.728  -3.388  0.141
C  3.227  -4.333  1.124
N  1.794  -4.572  0.966
C  1.045  -3.312  1.187
P  1.428  -1.781  0.007
C  1.183  -2.911  -1.455
C  3.251  -2.013  0.336
H  2.078  -6.053  -0.467
H  0.472  -5.273  -0.480
H  1.935  -4.629  -2.317
H  3.807  -3.132  -1.928
H  4.027  -4.808  -1.346
H  3.410  -3.941  2.122
H  3.763  -5.277  1.014
H  1.258  -3.007  2.218
H  -0.023  -3.542  1.120
H  1.437  -2.381  -2.368
H  0.130  -3.195  -1.497
H  3.428  -1.721  1.374
H  3.823  -1.350  -0.307
Te  2.189  0.298  -2.055
C  3.709  -0.847  -3.012
C  5.039  -0.866  -2.575
C  5.979  -1.718  -3.152
C  5.614  -2.571  -4.188
C  4.306  -2.544  -4.660
C  3.369  -1.691  -4.080
H  5.348  -0.206  -1.772
H  7.001  -1.711  -2.794
H  6.345  -3.234  -4.635
H  4.017  -3.179  -5.490
H  2.360  -1.658  -4.481
N  -0.468  0.984  -0.423
P  -1.678  1.658  -1.080
C  -1.783  1.470  -2.881
C  -2.513  2.346  -3.685
C  -2.574  2.150  -5.057
C  -1.904  1.077  -5.636
C  -1.189  0.197  -4.840
C  -1.133  0.389  -3.466
C  -3.301  0.987  -0.552
C  -3.296  -0.288  0.016
C  -4.487  -0.916  0.364
C  -5.698  -0.268  0.161
C  -5.716  0.998  -0.412
C  -4.527  1.614  -0.782
C  -1.752  3.468  -0.858
C  -2.643  4.148  -0.033
C  -2.545  5.526  0.133
C  -1.554  6.238  -0.527
C  -0.656  5.570  -1.355
C  -0.753  4.196  -1.516
H  -3.025  3.196  -3.248
H  -3.137  2.837  -5.677
H  -1.937  0.935  -6.710
H  -0.663  -0.637  -5.290
H  -0.558  -0.279  -2.838
H  -2.345  -0.781  0.164
H  -4.471  -1.915  0.788
H  -6.629  -0.755  0.426
H  -6.660  1.501  -0.583
H  -4.562  2.584  -1.263
H  -3.428  3.609  0.485
H  -3.247  6.043  0.775
H  -1.485  7.312  -0.405
H  0.114  6.122  -1.879
H  -0.055  3.677  -2.168
C  2.499  2.850  3.175
P  2.447  2.078  1.565
C  4.121  1.621  1.181
C  1.922  3.308  0.400
O  1.525  0.861  1.614
H  3.140  3.734  3.156
H  2.888  2.137  3.903
H  1.490  3.141  3.472
H  4.787  2.463  1.381
H  4.170  1.341  0.127
H  4.413  0.770  1.798
H  2.709  4.055  0.273
H  1.007  3.791  0.753
H  1.714  2.809  -0.549